Entry 1:
{
  "formula": "C4H12N3",
  "method": "ωB97M-V with the def2-TZVPD basis set",
  "symbols": ["C", "C", "C", "N", "C", "N", "N", "H", "H", "H", "H", "H", "H", "H", "H", "H", "H", "H", "H"],
  "coordinates": [[0.520, 1.211, 1.778], [0.381, 1.745, 0.357], [0.887, 0.710, -0.620], [-0.989, -1.952, -1.997], [0.014, -1.555, -1.295], [-0.029, -0.450, -0.549], [-0.574, 0.249, 2.051], [0.586, 2.013, 2.526], [1.452, 0.684, 1.988], [-0.666, 2.029, 0.265], [1.035, 2.605, 0.239], [0.895, 1.089, -1.647], [1.890, 0.360, -0.384], [-1.150, -2.875, -2.382], [-1.856, -1.421, -1.916], [0.909, -2.188, -1.284], [-0.557, -0.496, 0.355], [-1.444, 0.732, 2.252], [-0.352, -0.269, 2.894]],
  "e_above_lowest_ev": 1.645,
  "charge": 1,
  "gap_ev": 9.361,
  "smiles": "N/C=[NH+]/CCCN",
  "spin_multiplicity": 1,
  "lumo_ev": -4.2
}

Entry 2:
{
  "formula": "C4H12N3",
  "method": "ωB97M-V with the def2-TZVPD basis set",
  "symbols": ["C", "C", "C", "C", "N", "N", "N", "H", "H", "H", "H", "H", "H", "H", "H", "H", "H", "H", "H"],
  "coordinates": [[0.455, -0.259, -1.840], [-0.739, -0.216, -0.856], [-0.335, 0.044, 0.569], [0.905, 0.137, 1.054], [1.037, 0.113, 2.546], [-1.397, 0.152, 1.488], [0.164, -0.100, -3.221], [1.138, -1.084, -1.607], [1.108, 0.544, -1.469], [-1.293, -1.154, -0.851], [-1.367, 0.618, -1.161], [1.800, 0.366, 0.535], [0.066, -0.054, 2.852], [1.617, -0.685, 2.789], [1.371, 1.023, 2.854], [-2.151, -0.517, 1.547], [-1.742, 1.035, 1.831], [-0.130, 0.820, -3.508], [-0.506, -0.781, -3.553]],
  "e_above_lowest_ev": 2.234,
  "charge": 1,
  "gap_ev": 8.821,
  "smiles": "NCC/C(N)=C/[NH3+]",
  "spin_multiplicity": 1,
  "lumo_ev": -3.5
}

Entry 3:
{
  "formula": "C4H12N3",
  "method": "ωB97M-V with the def2-TZVPD basis set",
  "symbols": ["C", "C", "C", "N", "C", "N", "N", "H", "H", "H", "H", "H", "H", "H", "H", "H", "H", "H", "H"],
  "coordinates": [[-0.218, 0.802, 1.447], [0.794, 0.941, 0.419], [1.410, -0.470, 0.014], [-0.917, -1.467, -2.566], [-0.459, -1.433, -1.309], [0.860, -1.032, -1.191], [-1.663, 1.071, 1.084], [0.174, 1.318, 2.280], [-0.208, -0.238, 1.945], [0.492, 1.378, -0.570], [1.746, 1.601, 0.669], [2.638, -0.471, -0.140], [1.227, -1.151, 0.776], [-0.225, -1.263, -3.351], [-1.078, -1.770, -0.446], [1.381, -1.077, -2.075], [-1.750, 1.058, 0.038], [-2.132, 0.288, 1.401], [-2.070, 1.914, 1.573]],
  "e_above_lowest_ev": 3.977,
  "charge": 1,
  "gap_ev": 8.148,
  "smiles": "[H]/N=C\\NCCC[NH3+]",
  "spin_multiplicity": 1,
  "lumo_ev": -3.9
}

Entry 4:
{
  "formula": "C4H12N3",
  "method": "ωB97M-V with the def2-TZVPD basis set",
  "symbols": ["C", "C", "C", "N", "C", "N", "N", "H", "H", "H", "H", "H", "H", "H", "H", "H", "H", "H", "H"],
  "coordinates": [[-0.089, -0.470, 1.708], [-0.626, -1.321, 0.536], [0.288, -1.173, -0.645], [0.431, 1.906, -1.008], [-0.091, 1.062, -1.829], [-0.160, -0.239, -1.666], [0.013, 0.942, 1.461], [0.910, -0.932, 1.970], [-0.661, -0.714, 2.571], [-0.741, -2.407, 0.749], [-1.721, -0.976, 0.375], [1.395, -0.919, -0.519], [0.372, -2.220, -1.056], [0.912, 2.763, -1.355], [0.071, 1.280, -2.894], [-0.601, -0.816, -2.467], [0.422, 1.643, 0.056], [-0.874, 1.293, 1.825], [0.748, 1.299, 2.186]],
  "e_above_lowest_ev": 1.908,
  "charge": 1,
  "gap_ev": 11.044,
  "smiles": "N/C=[NH+]\\CCCN",
  "spin_multiplicity": 1,
  "lumo_ev": -3.1
}

Entry 5:
{
  "formula": "C4H12N3",
  "method": "ωB97M-V with the def2-TZVPD basis set",
  "symbols": ["C", "C", "C", "N", "C", "N", "N", "H", "H", "H", "H", "H", "H", "H", "H", "H", "H", "H", "H"],
  "coordinates": [[-2.028, 0.040, 0.260], [-1.014, -0.704, -0.583], [0.257, -1.114, 0.150], [2.745, -0.080, -0.921], [2.144, 0.419, 0.155], [1.012, 0.043, 0.596], [-1.455, 1.295, 0.893], [-2.866, 0.379, -0.314], [-2.540, -0.555, 1.041], [-1.484, -1.572, -1.016], [-0.808, -0.134, -1.417], [-0.023, -1.696, 1.028], [0.921, -1.706, -0.475], [3.675, 0.241, -1.169], [2.236, -0.662, -1.540], [2.554, 1.399, 0.432], [-2.085, 1.604, 1.633], [0.299, 0.736, 1.020], [-1.539, 2.068, 0.228]],
  "e_above_lowest_ev": 0.992,
  "charge": 1,
  "gap_ev": 10.864,
  "smiles": "N/C=[NH+]\\CCCN",
  "spin_multiplicity": 1,
  "lumo_ev": -3.1
}

Entry 6:
{
  "formula": "C4H12N3",
  "method": "ωB97M-V with the def2-TZVPD basis set",
  "symbols": ["C", "C", "C", "C", "N", "N", "N", "H", "H", "H", "H", "H", "H", "H", "H", "H", "H", "H", "H"],
  "coordinates": [[0.363, -0.618, -1.295], [1.052, 0.621, -0.789], [-0.964, 0.028, 0.559], [1.147, 0.813, 1.671], [-1.055, -0.443, -0.946], [-1.952, -1.450, -1.238], [0.235, 0.933, 0.482], [0.361, -0.762, -2.330], [0.888, -1.525, -0.643], [2.154, 0.527, -0.749], [0.939, 1.576, -1.400], [-1.879, 0.633, 0.770], [-0.890, -0.744, 1.281], [1.285, -0.299, 1.712], [2.068, 1.418, 1.503], [0.673, 0.990, 2.692], [-2.863, -1.271, -0.908], [-1.495, -2.330, -0.849], [-0.068, 1.900, 0.478]],
  "e_above_lowest_ev": 4.390,
  "s_squared": 2.01,
  "charge": 1,
  "gap_ev": [3.971, 8.717],
  "spin_multiplicity": 3,
  "lumo_ev": [-3.1, -7.6]
}

Entry 7:
{
  "formula": "C4H12N3",
  "method": "ωB97M-V with the def2-TZVPD basis set",
  "symbols": ["C", "C", "C", "C", "N", "N", "N", "H", "H", "H", "H", "H", "H", "H", "H", "H", "H", "H", "H"],
  "coordinates": [[2.637, 0.732, 0.203], [-1.212, 0.268, 0.970], [0.470, -1.845, -0.488], [-1.109, 0.076, -0.512], [1.407, 0.897, 0.141], [0.082, -0.547, -0.953], [-0.954, 1.500, -0.869], [3.191, 1.524, 0.654], [3.145, -0.122, 0.085], [-2.263, 0.724, 1.295], [-0.410, 0.920, 1.213], [-1.099, -0.634, 1.454], [0.294, -2.528, -1.435], [1.538, -2.007, -0.380], [0.112, -2.188, 0.536], [-1.986, -0.405, -0.817], [-1.270, 1.653, -1.826], [-1.436, 2.244, -0.271], [0.115, 1.588, -0.697]],
  "e_above_lowest_ev": 1.838,
  "s_squared": 2.02,
  "charge": 1,
  "gap_ev": [9.672, 8.267],
  "spin_multiplicity": 3,
  "lumo_ev": [-2.9, -5.6]
}

Entry 8:
{
  "formula": "C4H12N3",
  "method": "ωB97M-V with the def2-TZVPD basis set",
  "symbols": ["C", "C", "C", "C", "N", "N", "N", "H", "H", "H", "H", "H", "H", "H", "H", "H", "H", "H", "H"],
  "coordinates": [[-1.950, -1.834, 0.455], [1.771, -0.167, -0.794], [-1.287, -0.608, -0.336], [0.927, -0.187, 0.482], [-0.524, 2.188, 0.088], [0.513, 2.737, 0.356], [-0.406, 0.256, 0.376], [-2.720, -2.166, -0.291], [-1.217, -2.593, 0.636], [-2.428, -1.505, 1.431], [2.304, 0.724, -0.815], [2.565, -0.958, -0.752], [1.036, -0.159, -1.639], [-2.126, -0.070, -0.685], [-0.746, -1.091, -1.182], [1.388, 0.472, 1.279], [0.931, -1.169, 0.906], [1.456, 2.414, 0.183], [0.512, 3.717, 0.303]],
  "e_above_lowest_ev": 2.677,
  "s_squared": 2.03,
  "charge": 1,
  "gap_ev": [8.215, 8.452],
  "spin_multiplicity": 3,
  "lumo_ev": [-4.9, -6.6]
}

Entry 9:
{
  "formula": "C4H12N3O",
  "method": "ωB97M-V with the def2-TZVPD basis set",
  "symbols": ["C", "O", "C", "C", "H", "H", "H", "H", "H", "H", "H", "N", "C", "N", "N", "H", "H", "H", "H", "H"],
  "coordinates": [[-1.841, -1.098, -0.645], [-0.689, -0.827, -1.345], [-1.685, -1.013, 0.863], [-0.861, -2.112, 1.567], [-2.270, -2.093, -0.938], [-2.620, -0.365, -0.987], [-2.712, -1.090, 1.280], [-1.331, -0.008, 1.106], [-0.202, -1.659, 2.322], [-0.123, -2.614, 0.940], [-1.564, -2.810, 2.023], [0.181, 1.488, -0.806], [1.374, 1.260, -0.150], [2.260, 2.360, -0.057], [1.728, 0.170, 0.437], [-0.182, 0.393, -1.125], [0.267, 2.233, -1.480], [1.736, 3.186, 0.205], [2.909, 2.128, 0.688], [1.115, -0.582, 0.127]],
  "e_above_lowest_ev": 0.640,
  "charge": -1,
  "gap_ev": 7.919,
  "spin_multiplicity": 1,
  "lumo_ev": 4.3
}

Entry 10:
{
  "formula": "C4H12N3O",
  "method": "ωB97M-V with the def2-TZVPD basis set",
  "symbols": ["C", "C", "C", "C", "N", "N", "N", "O", "H", "H", "H", "H", "H", "H", "H", "H", "H", "H", "H", "H"],
  "coordinates": [[0.458, 3.846, -0.183], [-1.197, -2.119, 1.189], [0.846, -2.619, -0.011], [-0.054, -0.503, -0.282], [0.868, 4.800, -0.954], [-0.970, 0.405, -0.252], [-0.079, -1.634, 0.388], [0.140, 2.705, -0.515], [-1.914, -1.286, 1.348], [-1.691, -3.116, 0.809], [-0.910, -2.396, 2.263], [0.505, -3.614, 0.470], [0.917, -2.751, -1.097], [1.814, -2.430, 0.485], [0.844, -0.187, -0.922], [1.167, 5.653, -0.494], [1.092, 4.726, -2.022], [0.095, 4.197, 0.821], [-1.881, 0.338, 0.338], [-0.635, 1.361, -0.251]],
  "e_above_lowest_ev": 1.262,
  "charge": 1,
  "gap_ev": 11.044,
  "spin_multiplicity": 1,
  "lumo_ev": -2.7
}